{"formula": "C36H41F4N3", "method": "ωB97M-V/def2-TZVPD", "e_above_lowest_kcal_mol": 34.9, "multiplicity": 1, "symbols": ["F", "C", "C", "C", "C", "C", "C", "H", "H", "H", "H", "H", "F", "C", "C", "C", "C", "C", "C", "H", "H", "H", "H", "H", "F", "C", "C", "C", "C", "C", "C", "H", "H", "H", "H", "H", "F", "C", "C", "C", "C", "C", "C", "H", "H", "H", "H", "H", "C", "C", "C", "C", "N", "H", "H", "H", "H", "H", "H", "H", "C", "C", "C", "C", "N", "H", "H", "H", "H", "H", "H", "H", "C", "C", "C", "C", "N", "H", "H", "H", "H", "H", "H", "H"], "coordinates": [[16.8751, 12.0566, 16.8792], [17.3283, 11.8613, 18.1248], [16.4810, 12.0269, 19.1492], [16.9075, 11.8061, 20.4460], [18.3010, 11.5963, 20.6607], [19.0856, 11.3181, 19.5863], [18.5731, 11.3211, 18.3257], [15.4718, 12.2983, 18.9502], [16.2494, 11.7792, 21.2903], [18.6385, 11.5121, 21.6987], [20.0890, 10.9941, 19.7815], [19.1949, 11.0442, 17.5125], [16.6121, 7.5086, 16.0602], [15.7315, 7.9989, 16.9726], [16.0225, 7.9206, 18.3323], [15.2169, 8.6192, 19.1960], [14.1565, 9.4169, 18.7774], [13.8555, 9.3874, 17.4153], [14.6740, 8.6969, 16.4635], [16.8710, 7.4039, 18.7221], [15.4182, 8.5095, 20.2280], [13.5809, 9.9506, 19.4812], [13.0999, 10.0277, 17.0055], [14.4845, 8.7066, 15.3714], [14.4387, 9.9017, 8.8973], [14.2627, 9.1411, 10.0096], [15.0908, 9.4077, 11.0954], [14.9617, 8.7639, 12.2886], [14.0500, 7.8030, 12.4050], [13.2809, 7.4887, 11.2792], [13.3197, 8.1665, 10.0935], [15.8444, 10.1948, 10.9045], [15.6947, 8.9580, 13.0460], [13.8718, 7.1641, 13.2847], [12.5547, 6.6716, 11.3830], [12.8656, 7.9066, 9.1758], [10.1449, 11.2261, 22.5780], [9.1211, 10.2954, 22.5143], [9.2424, 9.2397, 23.3543], [8.2801, 8.2663, 23.1427], [7.3285, 8.2687, 22.1309], [7.1536, 9.4603, 21.4236], [8.0762, 10.4637, 21.6360], [9.9988, 9.2888, 24.0981], [8.1515, 7.4096, 23.8447], [6.7543, 7.4147, 21.8865], [6.3671, 9.3947, 20.6885], [7.9761, 11.3954, 21.0772], [19.3469, 5.1288, 13.8211], [18.8820, 5.3144, 15.3005], [19.4009, 6.6026, 15.9080], [19.1721, 6.8392, 17.3057], [19.1242, 7.1020, 18.4330], [20.4364, 5.1877, 13.7503], [18.9569, 5.8285, 13.0907], [19.0792, 4.1099, 13.4152], [19.2413, 4.3989, 15.8957], [17.8155, 5.3292, 15.3667], [19.0434, 7.4819, 15.3228], [20.5177, 6.6069, 15.7746], [11.6886, 6.9345, 21.7488], [11.1274, 7.8834, 20.7306], [11.6319, 7.5497, 19.3729], [11.0770, 8.5162, 18.3543], [10.6292, 9.3666, 17.7345], [12.8136, 6.8436, 21.6672], [11.2266, 5.9940, 21.6557], [11.5538, 7.5215, 22.7166], [11.4279, 8.9098, 20.9559], [10.0487, 7.7725, 20.7825], [11.3707, 6.6015, 18.9908], [12.7535, 7.5505, 19.2498], [6.3098, 7.8979, 14.9506], [7.1374, 9.0889, 15.3904], [8.6534, 8.8295, 15.0786], [9.0025, 8.6623, 13.6356], [9.0726, 8.5081, 12.5393], [6.6762, 7.5076, 13.9865], [5.2638, 8.0139, 14.8998], [6.4345, 7.0070, 15.5971], [7.0728, 9.2850, 16.4144], [6.8396, 9.9852, 14.8900], [9.1024, 7.8546, 15.4603], [9.2096, 9.5974, 15.6276]], "mulliken_charge": [-0.34, 0.18, -0.15, -0.52, -0.47, -0.46, -0.35, 0.46, 0.45, 0.33, 0.36, 0.53, -0.23, 1.18, -0.68, -0.16, -1.79, -0.15, -0.91, 0.39, 0.56, 0.71, 0.63, 0.29, -0.31, 0.51, -0.50, -0.21, -0.43, -0.35, -0.57, 0.32, 0.43, 0.39, 0.29, 0.45, -0.38, 0.78, -0.54, -0.33, -0.72, -0.33, -0.59, 0.59, 0.29, 0.47, 0.38, 0.38, -1.26, -0.24, -0.32, 0.20, -0.59, 0.33, 0.34, 0.33, 0.29, 0.27, 0.25, 0.46, -1.35, 0.25, -0.50, 0.31, -0.54, 0.34, 0.41, 0.26, 0.23, 0.10, 0.58, -0.03, -1.14, -0.47, -0.27, 0.20, -0.40, 0.30, 0.37, 0.28, 0.37, 0.31, 0.15, 0.30]}